Formula: H7N3OP2
Source: the OMol25 dataset
Level of theory: ωB97M-V/def2-TZVPD

```
13
Properties=species:S:1:pos:R:3:forces:R:3
H -2.7112 -1.3913 1.6452 0.3 -0.9 -1.2
N -2.3639 -1.8278 0.7491 -2.1 1.1 2.5
P -0.8844 -1.5391 0.5416 3.2 -0.1 0.2
N -0.6512 -2.0544 -0.9678 2.0 0.1 0.0
P 1.0671 -1.2244 1.4614 -1.4 -0.1 0.6
O 1.7858 -0.9639 -0.0105 -0.1 1.0 -1.3
H 0.0706 -1.9909 -1.6538 0.6 0.2 0.4
H -1.5247 -2.1614 -1.3275 -2.9 -0.6 -1.7
H 1.5066 -0.1123 -0.4279 0.4 -0.9 0.6
N -0.9553 0.9704 -0.0318 2.1 2.4 -1.0
H -0.4502 1.2649 0.8533 -1.2 -0.4 -1.3
H -1.9362 1.1456 0.0051 -0.9 -0.1 0.8
H -0.6848 1.7080 -0.7760 -0.1 -1.6 1.4
```
Forces are in eV/Å.

The energy is -926.369539 Eh. As for the total charge: 0. The SMILES is [H]/N=P(/N)=P/O.N. The LUMO energy comes out at 0.434 eV. The orbital gap is 7.569 eV. Its spin multiplicity is 1. Its highest occupied orbital energy is -7.135 eV.

=====

Formula: C4H11N2O
Source: the OMol25 dataset
Level of theory: ωB97M-V/def2-TZVPD

```
18
Properties=species:S:1:pos:R:3:forces:R:3
C -0.0834 -0.8202 -0.4726 -0.7 0.3 0.6
O -0.7770 -0.1815 0.5162 0.2 -0.7 0.0
C 0.3675 -2.2037 -0.0397 0.6 -0.5 -0.1
N 1.0011 -2.9422 -1.1537 0.0 -0.1 -0.1
H -0.7337 -0.9550 -1.3752 0.1 -0.2 -0.2
H 0.8075 -0.2603 -0.8246 0.1 0.0 0.0
H 1.1349 -2.1426 0.7339 0.0 0.3 0.1
H -0.4642 -2.7572 0.4093 -0.2 0.1 -0.1
H 1.2574 -3.8752 -0.8605 0.1 -0.1 0.1
H 0.3265 -3.0761 -1.8940 -0.2 0.1 -0.2
C -1.0737 1.7818 -0.0106 -0.2 1.1 0.3
C 0.0029 2.5667 0.1950 -0.1 0.1 -0.3
N 0.4842 2.8136 1.5379 0.2 0.3 -0.2
H -1.8149 1.7693 0.7854 0.1 -0.5 0.0
H -1.4438 1.5114 -0.9896 0.2 0.1 -0.1
H 0.6615 2.9243 -0.5949 0.0 -0.4 0.0
H 0.1232 2.1118 2.1666 -0.1 -0.1 0.0
H 0.2239 3.7353 1.8711 -0.1 -0.1 0.1
```
Forces are in eV/Å.

The energy is -343.685101 Eh. As for the total charge: -1. The LUMO energy comes out at 4.232 eV. The orbital gap is 6.282 eV. Its spin multiplicity is 1. Its highest occupied orbital energy is -2.050 eV.

=====

Formula: C5H8O2
Source: the OMol25 dataset
Level of theory: ωB97M-V/def2-TZVPD

```
15
Properties=species:S:1:pos:R:3:forces:R:3
O 2.1606 0.2373 -0.5039 0.7 -0.1 -0.1
C 1.1032 0.3371 0.4131 -0.1 -0.2 0.1
C -0.0116 1.2799 -0.0707 0.5 0.8 -0.3
C -0.9972 0.1619 -0.0193 2.1 -2.5 2.6
O -2.0536 0.1042 0.8408 -2.3 0.7 -1.3
C -0.5720 -1.0136 -0.8084 0.0 -0.3 -0.6
C 0.1495 -0.8471 0.4910 0.3 0.9 -1.0
H 2.7332 -0.4794 -0.2013 0.0 0.1 -0.2
H 1.4609 0.6231 1.4083 0.0 0.0 -0.1
H -0.2093 2.0884 0.6332 -0.1 -0.1 -0.1
H 0.1467 1.6868 -1.0705 0.1 0.1 0.0
H -2.7868 0.1423 0.2075 -0.7 0.1 0.9
H -1.2625 -1.8539 -0.8295 0.1 0.2 0.0
H -0.0376 -0.8413 -1.7411 -0.1 -0.1 0.0
H 0.1688 -1.6214 1.2529 -0.4 0.3 0.0
```
Forces are in eV/Å.

The energy is -345.706746 Eh. As for the total charge: 0. The SMILES is O[C@H]1C[C@]2(O)C[C@@H]12. The LUMO energy comes out at 0.877 eV. The orbital gap is 9.511 eV. Its spin multiplicity is 1. Its highest occupied orbital energy is -8.634 eV.

=====

Formula: C4H7NO3
Source: the OMol25 dataset
Level of theory: ωB97M-V/def2-TZVPD

```
15
Properties=species:S:1:pos:R:3:forces:R:3
N -1.3947 -0.4919 2.3923 -0.4 0.6 -0.4
C -1.2702 -0.0480 1.1036 -0.4 0.9 0.7
O -2.1428 0.6421 0.6208 0.1 0.1 -0.5
C 0.0382 -0.3998 0.4476 0.0 -1.8 -0.4
C 0.1276 -0.0899 -1.0516 -0.1 0.5 0.7
C 1.4166 0.5652 -1.4510 0.8 -0.1 -0.3
O 2.4857 0.3676 -0.9349 -0.1 0.2 0.6
O 1.3202 1.2227 -2.6084 -1.2 0.6 -0.6
H -2.1409 -0.1349 2.9636 -0.1 -0.1 -0.2
H -0.8489 -1.2209 2.7545 0.8 -0.8 0.4
H 0.8622 -0.0743 1.0821 0.1 0.2 -0.3
H 0.0275 -1.4916 0.5085 0.4 -0.2 0.3
H 0.1920 -0.9668 -1.7078 -0.5 -0.2 0.4
H -0.8005 0.4480 -1.2393 0.3 0.3 -0.8
H 2.1280 1.6725 -2.8800 0.4 -0.3 0.4
```
Forces are in eV/Å.

The energy is -437.128036 Eh. As for the total charge: 0. The SMILES is NC(=O)CCC(=O)O. The LUMO energy comes out at 0.711 eV. The orbital gap is 10.832 eV. Its spin multiplicity is 1. Its highest occupied orbital energy is -10.121 eV.

=====

Formula: CH2Cl2FN
Source: the OMol25 dataset
Level of theory: ωB97M-V/def2-TZVPD

```
7
Properties=species:S:1:pos:R:3:forces:R:3
C 0.4786 0.2385 -0.3106 0.9 0.9 3.2
N -0.8461 -0.2237 -0.3217 -0.5 0.3 0.5
F 0.6054 1.5809 -0.5684 -0.4 -2.2 -0.5
Cl -0.9672 -1.9649 -0.1627 0.2 1.1 0.0
Cl -2.0249 0.5993 0.7252 1.0 -0.5 -0.6
H 1.6623 0.3263 1.3419 -1.9 -0.4 -1.9
H 1.0920 -0.5563 -0.7039 0.6 0.7 -0.8
```
Forces are in eV/Å.

The energy is -1114.081572 Eh. As for the total charge: 0. The LUMO energy (alpha / beta) comes out at -0.992 / -0.983 eV. The orbital gap (alpha / beta) is 7.878 / 8.413 eV. Its spin multiplicity is 1. Its highest occupied orbital energy (alpha / beta) is -8.870 / -9.396 eV.

=====

Formula: C36H54CrGeO5P
Source: the OMol25 dataset
Level of theory: ωB97M-V/def2-TZVPD

```
98
Properties=species:S:1:pos:R:3:forces:R:3
Cr -0.2613 -2.4932 1.2870 0.4 -0.7 -0.5
C -0.4740 -5.6375 0.2015 0.1 0.4 0.4
O -0.5478 -4.6960 1.3051 0.2 -0.7 0.6
C -0.1064 -5.3000 2.5559 -0.4 -0.2 -0.6
C -0.2623 -4.2698 3.6471 0.4 0.9 0.0
O 0.3148 -2.9668 3.2271 0.7 -0.9 0.8
C 1.7375 -2.7374 3.5891 -1.0 0.5 0.4
C 2.6652 -3.5320 2.7303 0.5 -0.8 -0.9
O 2.1151 -3.5613 1.4094 0.6 -0.2 0.3
C 3.0514 -4.0067 0.4001 -0.3 0.2 0.7
H -1.1854 -6.4435 0.3772 -0.1 0.0 -0.1
H 0.5391 -6.0522 0.1495 -0.1 0.1 -0.1
H -0.7170 -5.0971 -0.7151 0.0 0.0 0.2
H 0.9135 -5.6959 2.4433 -0.2 0.4 0.0
H -0.7517 -6.1558 2.8124 0.1 0.2 -0.2
H 0.1959 -4.5755 4.5937 0.1 0.0 -0.3
H -1.3237 -4.0919 3.8716 0.3 0.2 -0.3
H 1.8787 -2.9185 4.6623 -0.1 -0.3 -0.2
H 1.9131 -1.6639 3.4651 -0.4 -0.2 -0.3
H 2.8339 -4.5567 3.1131 -0.2 0.2 -0.1
H 3.6624 -3.0661 2.7193 -0.2 0.1 0.0
H 3.2500 -5.0764 0.5292 0.1 0.1 0.0
H 3.9776 -3.4318 0.4886 0.0 -0.1 -0.1
H 2.5994 -3.8202 -0.5692 -0.1 0.0 0.1
O 1.2616 -1.6214 -0.2886 -2.3 -0.3 -1.7
C 0.2416 -1.7244 -1.0654 -0.3 -0.4 1.6
O -0.8637 -2.3406 -0.6337 2.3 0.9 -0.3
C 0.1518 -0.9933 -2.3886 0.2 -0.3 0.5
C -0.2381 0.4565 -2.0127 0.2 0.1 -0.1
Ge 0.5995 2.0067 -2.8690 -0.2 0.0 -0.1
C -0.0242 2.1863 -4.6986 -0.2 0.2 -1.0
C -1.4115 2.1376 -4.9763 0.9 0.0 -0.5
C -1.8828 2.2984 -6.2861 0.3 0.1 0.2
C -0.9911 2.5296 -7.3400 0.3 -0.1 0.4
C 0.3892 2.5558 -7.0816 -0.3 0.1 0.0
C 0.8671 2.3882 -5.7839 -0.6 0.0 0.5
C 2.5273 2.0488 -2.6151 1.0 -0.2 0.1
C 3.3085 0.9407 -2.1778 -0.4 0.8 -0.2
C 4.6691 1.0937 -1.8916 -0.3 0.1 0.0
C 5.2900 2.3427 -2.0099 -0.4 -0.1 -0.1
C 4.5398 3.4387 -2.4370 -0.6 -0.4 -0.1
C 3.1757 3.2927 -2.7490 0.6 -0.4 0.3
C -0.0660 3.4544 -1.7291 -0.1 0.6 0.5
C 0.6899 3.8364 -0.5962 -0.7 0.3 0.0
C 0.2512 4.8652 0.2537 -0.1 -0.2 -0.2
C -0.9586 5.5280 0.0030 0.4 -0.5 -0.4
C -1.7164 5.1426 -1.1102 0.0 -0.1 0.1
C -1.2839 4.1235 -1.9622 0.6 0.0 0.2
H -0.5811 -1.4779 -3.0404 0.1 0.2 0.2
H 1.1310 -1.0655 -2.8625 0.0 0.2 -0.1
H 0.0616 0.6784 -0.9862 -0.1 -0.3 0.1
H -1.3178 0.6338 -2.0731 0.1 -0.2 0.0
H -2.1293 1.9542 -4.1844 0.0 0.0 0.0
H -2.9563 2.2662 -6.4503 0.2 0.0 -0.1
H -1.3555 2.6801 -8.3571 0.1 -0.1 0.3
H 1.1088 2.7273 -7.8856 -0.3 -0.1 0.2
H 1.9401 2.4410 -5.6056 -0.2 -0.1 0.0
H 2.8287 -0.0296 -2.0257 0.2 0.3 0.0
H 5.2325 0.2230 -1.5576 0.0 0.2 -0.1
H 6.3419 2.4606 -1.7604 -0.2 0.0 -0.1
H 4.9815 4.4221 -2.5188 0.1 0.0 0.0
H 2.6452 4.1903 -3.0574 -0.1 -0.2 0.0
H 1.6178 3.3273 -0.3440 0.0 0.1 -0.2
H 0.8740 5.1427 1.1121 -0.3 0.0 -0.3
H -1.2742 6.3388 0.6556 0.0 -0.2 -0.2
H -2.6669 5.6261 -1.3306 0.2 0.0 0.1
H -1.8816 3.8717 -2.8394 0.1 0.1 0.2
C 1.0556 0.9137 1.9147 0.0 0.8 0.0
C -0.4568 1.1784 1.7835 0.3 -0.3 -0.1
C -0.8990 2.2880 2.7485 0.2 -0.1 0.0
P -1.3895 -0.4456 1.9082 -1.1 1.4 0.1
C -2.7403 -0.1978 0.6406 0.0 -0.5 0.3
C -3.6311 1.0372 0.8401 0.1 -0.3 0.0
C -3.5984 -1.4656 0.4243 -0.5 0.2 -0.2
C -2.1942 -0.3538 3.5898 0.2 -0.4 -0.2
C -3.3401 -1.3667 3.7145 -0.2 0.3 0.5
C -1.1459 -0.5857 4.7009 -0.2 0.0 -0.2
H 1.5755 1.8547 1.6983 0.1 -0.1 0.0
H 1.4477 0.1536 1.2407 -0.2 -0.1 -0.1
H 1.3281 0.6574 2.9389 -0.1 -0.1 0.1
H -0.6440 1.5522 0.7620 0.0 -0.2 0.2
H -0.6682 2.0359 3.7871 -0.1 0.0 -0.1
H -1.9553 2.5492 2.6776 0.0 -0.1 0.0
H -0.3329 3.1919 2.5133 0.0 0.0 0.0
H -2.1568 -0.0758 -0.2764 0.0 0.1 0.1
H -4.2611 0.9481 1.7320 0.1 0.0 -0.1
H -4.2935 1.1067 -0.0227 -0.1 0.1 0.0
H -3.0761 1.9730 0.9069 0.1 -0.1 -0.1
H -4.4509 -1.5116 1.1148 0.2 0.1 -0.2
H -3.0788 -2.4246 0.4893 0.2 0.2 0.1
H -4.0158 -1.4241 -0.5941 0.1 0.0 0.3
H -2.6196 0.6510 3.7103 0.2 -0.2 -0.1
H -3.0489 -2.3878 3.4618 0.1 0.0 -0.1
H -4.2141 -1.0858 3.1237 0.2 -0.1 0.0
H -3.6667 -1.3797 4.7622 0.0 -0.1 -0.1
H -0.8990 -1.6477 4.7928 -0.1 0.2 0.0
H -1.5665 -0.2431 5.6458 0.1 0.0 0.1
H -0.2080 -0.0469 4.5344 -0.1 0.0 0.0
```
Forces are in eV/Å.

The energy is -5242.931204 Eh. The expectation value of S² is 6.015. As for the total charge: +1. The LUMO energy (alpha / beta) comes out at -1.954 / -1.966 eV. The orbital gap (alpha / beta) is 8.879 / 8.871 eV. Its spin multiplicity is 5. Its highest occupied orbital energy (alpha / beta) is -10.832 / -10.836 eV.